Formula: C43H76N4O4PRb
Source: OMol25
Level of theory: ωB97M-V/def2-TZVPD

Atoms and positions in Å:
Rb  -0.713  -0.162  0.615
P  -1.806  -3.276  -1.102
O  -2.671  -1.225  -0.238
O  -4.493  0.055  -0.206
O  -2.379  0.152  2.299
O  -4.292  -0.977  2.613
N  -3.212  2.873  -1.172
N  0.504  2.823  -1.858
N  -1.334  0.879  -2.684
N  -0.924  2.842  0.741
C  -0.709  -4.920  -1.298
C  -3.575  -0.547  0.368
C  4.140  -1.608  2.990
C  0.380  -4.692  -0.237
C  3.629  1.283  -1.454
C  3.055  2.715  2.531
C  3.867  -0.993  -0.628
C  5.670  0.634  -0.163
C  2.603  1.509  3.080
C  -3.938  -4.618  0.345
C  -3.002  -3.386  -2.611
C  1.974  -1.954  1.779
C  4.370  4.080  4.147
C  0.018  -4.912  -2.645
C  3.593  2.398  1.277
C  2.749  -1.009  2.710
C  -3.356  -4.777  -3.154
C  -2.224  -3.549  1.608
C  1.992  -1.042  4.049
C  -4.578  -4.972  1.526
C  -0.124  1.111  -3.453
C  0.203  4.795  -0.404
C  -3.418  -0.463  1.905
C  -3.032  2.556  -3.607
C  3.511  1.001  1.048
C  3.117  4.047  3.250
C  -2.841  -3.920  2.789
C  4.139  0.465  -0.249
C  -4.331  -2.654  -2.376
C  -2.626  1.104  -3.302
C  3.221  5.211  2.256
C  -2.836  3.496  -2.419
C  -3.156  3.712  0.013
C  2.889  0.432  2.208
C  -2.315  3.071  1.117
C  -1.342  -6.284  -1.034
C  -4.030  -4.634  2.752
C  -2.245  -2.606  -3.702
C  0.545  2.484  -3.261
C  -0.021  3.981  0.879
C  1.089  4.084  -1.433
C  -2.749  -3.896  0.360
C  1.896  4.248  4.162
H  -0.574  -7.071  -1.058
H  -4.090  2.546  -3.895
H  4.085  0.927  -2.386
H  4.347  3.242  4.845
H  -3.383  4.437  -2.629
H  -2.910  -2.408  -4.552
H  -4.396  -4.909  -0.589
H  -2.101  -6.537  -1.776
H  -3.792  -5.423  -2.393
H  -0.337  0.952  -4.514
H  -4.536  -4.903  3.671
H  -0.042  -4.681  0.769
H  4.230  -1.693  0.122
H  4.031  3.117  0.595
H  4.384  -1.219  -1.566
H  4.782  -1.572  2.111
H  -4.069  2.337  -1.223
H  6.156  0.351  -1.106
H  -0.380  4.669  1.662
H  1.951  3.573  5.019
H  -1.379  -3.159  -4.069
H  -1.778  3.751  -2.336
H  -2.741  4.691  -0.249
H  -2.753  2.100  1.339
H  1.135  -5.488  -0.275
H  2.546  1.168  -1.537
H  4.063  -2.650  3.323
H  -0.007  3.256  -3.810
H  -4.157  3.891  0.425
H  2.156  1.430  4.062
H  -2.502  -5.292  -3.590
H  2.085  3.936  -0.992
H  -0.752  5.047  -0.867
H  4.180  5.175  1.735
H  1.567  2.441  -3.678
H  3.149  6.172  2.775
H  -1.310  1.384  -1.801
H  6.071  0.009  0.639
H  2.510  -0.465  4.816
H  -2.466  2.948  -4.459
H  2.542  -2.220  0.896
H  1.920  -2.076  4.400
H  -3.362  0.681  -2.613
H  2.801  -1.158  -0.789
H  0.954  3.594  1.192
H  -5.524  -5.500  1.485
H  0.969  4.036  3.634
H  0.695  5.736  -0.129
H  -1.907  -1.649  -3.301
H  1.861  5.275  4.541
H  4.632  -1.028  3.775
H  5.928  1.667  0.068
H  1.730  -2.883  2.302
H  5.273  3.992  3.538
H  -1.810  -6.305  -0.049
H  -1.325  -2.941  1.653
H  -4.191  -1.672  -1.938
H  0.376  -3.902  -2.867
H  -4.104  -4.654  -3.946
H  3.856  2.342  -1.350
H  -5.001  -3.212  -1.722
H  0.892  -5.575  -2.612
H  0.616  0.354  -3.155
H  -2.394  3.698  2.023
H  1.047  -1.484  1.467
H  0.882  -3.738  -0.413
H  0.979  -0.647  3.940
H  -2.418  -3.619  3.739
H  1.210  4.735  -2.306
H  0.875  2.070  -1.292
H  2.427  5.156  1.510
H  -0.611  -5.245  -3.470
H  -0.589  2.111  1.356
H  -4.835  -2.532  -3.343
H  4.423  5.014  4.721
H  -2.671  0.530  -4.234

Cartesian forces (eV/Å) of the 2 atoms listed first:
2.7 0.4 -1.1
0.4 -1.7 -0.5

Its LUMO energy is 0.1374 hartree. The net charge is -2. As for the spin multiplicity: 1. The HOMO-LUMO gap is 0.19763 hartree. The value obtained for the largest force on an atom is 0.0567 hartree/bohr. For the energy relative to the best compared isomer or geometry (same formula, charge and spin), the calculation gives 235.0 kJ/mol. The value obtained for the total energy is -69920.083 eV. Its HOMO energy is -1.6398 eV.